[1]
{"formula": "C60H41BBrCl4N6O2Pb", "method": "ωB97M-V/def2-TZVPD", "e_above_lowest_kcal_mol": 37.2, "orbital_gap_ev": [5.50, 5.51], "e_lumo_ev": [-4.04, -4.04], "spin_multiplicity": 1, "total_charge": 1, "total_energy_ev": -201973.665, "species": ["Pb", "Cl", "C", "C", "C", "C", "C", "C", "C", "C", "C", "C", "C", "C", "C", "C", "C", "C", "Cl", "C", "C", "C", "N", "C", "C", "C", "C", "C", "C", "Cl", "C", "C", "C", "C", "C", "C", "N", "C", "C", "C", "C", "C", "N", "C", "C", "C", "C", "Cl", "C", "C", "C", "C", "N", "H", "H", "H", "H", "H", "H", "H", "H", "H", "H", "H", "H", "H", "H", "H", "H", "H", "H", "H", "H", "H", "H", "H", "H", "C", "C", "C", "C", "C", "C", "C", "C", "O", "B", "O", "C", "C", "H", "H", "H", "H", "H", "H", "H", "H", "H", "H", "H", "H", "Br", "C", "C", "C", "C", "N", "C", "H", "H", "H", "H", "N", "C", "H"], "positions_angstrom": [[-0.30875, -0.13141, 0.63932], [1.60765, -8.88141, -1.75898], [1.05205, -7.38791, -1.10108], [1.97065, -6.42031, -0.71418], [1.51755, -5.19551, -0.26758], [0.15125, -4.91981, -0.18468], [-0.75125, -5.93831, -0.48798], [-0.30935, -7.16291, -0.95128], [-0.26655, -3.56861, 0.22692], [-1.23245, -2.87961, -0.51918], [-2.09375, -3.42671, -1.52478], [-3.09665, -2.53171, -1.72928], [-2.80825, -1.37831, -0.93298], [-3.55575, -0.19871, -0.86838], [-4.94985, -0.21691, -1.35558], [-5.96335, -0.10311, -0.40628], [-7.28715, -0.10661, -0.79558], [-7.60095, -0.19631, -2.14438], [-9.25475, -0.17171, -2.63318], [-6.60205, -0.31101, -3.10028], [-5.28025, -0.32741, -2.69788], [-3.13285, 1.01209, -0.31358], [-2.00015, 1.22809, 0.39822], [-1.91555, 2.55329, 0.69572], [-0.98805, 3.11219, 1.58202], [-0.89925, 4.58599, 1.67872], [-1.94265, 5.35569, 2.18002], [-1.81435, 6.72719, 2.29242], [-0.63835, 7.33839, 1.88202], [-0.48285, 9.04759, 2.01812], [0.40465, 6.58999, 1.35332], [0.26885, 5.21779, 1.25972], [-0.23675, 2.36449, 2.50002], [0.29155, 2.85739, 3.73592], [0.64355, 1.77559, 4.48192], [0.38865, 0.60859, 3.68962], [-0.10555, 1.01059, 2.49082], [0.63375, -0.71781, 4.07612], [0.58015, -1.83731, 3.23312], [0.91955, -3.18311, 3.58962], [0.75875, -3.95511, 2.48142], [0.25465, -3.10371, 1.44822], [0.18575, -1.83421, 1.92902], [0.88215, -0.93401, 5.51592], [-0.08875, -0.48531, 6.41332], [0.05605, -0.66701, 7.77382], [1.18745, -1.30811, 8.26092], [1.37035, -1.55141, 9.95852], [2.16905, -1.75371, 7.38572], [2.01555, -1.56131, 6.02442], [-3.02175, 3.22369, 0.07552], [-3.79655, 2.26939, -0.50668], [-1.66005, -1.61201, -0.24598], [3.02745, -6.62421, -0.78198], [2.22755, -4.42721, -0.00248], [-1.80785, -5.78291, -0.33488], [-1.01825, -7.93531, -1.20918], [-1.95545, -4.36531, -2.01838], [-3.93775, -2.63491, -2.38178], [-5.70775, -0.03291, 0.64032], [-8.07555, -0.03981, -0.06448], [-6.85425, -0.38011, -4.14598], [-4.49665, -0.40951, -3.43308], [-2.85125, 4.87219, 2.50462], [-2.61635, 7.32379, 2.69642], [1.31185, 7.07479, 1.02472], [1.07055, 4.62229, 0.84862], [0.35185, 3.89019, 4.01472], [1.04455, 1.76929, 5.47612], [1.21585, -3.50661, 4.56602], [0.90365, -5.01351, 2.38232], [-0.98045, -0.01691, 6.02452], [-0.70855, -0.32401, 8.45452], [3.04375, -2.25181, 7.77442], [2.79265, -1.88861, 5.35132], [-3.18725, 4.28259, 0.10722], [-4.71505, 2.39139, -1.04968], [5.54745, -0.80021, -5.95778], [5.95815, -0.93151, -4.48428], [6.12345, -2.41791, -4.15348], [7.31445, -0.25061, -4.25208], [4.88905, -0.27071, -3.62618], [4.75645, 1.12319, -3.62048], [3.82815, 1.80239, -2.84828], [2.99225, 1.03289, -2.06478], [1.97745, 1.38349, -1.19838], [1.46485, 0.20729, -0.75758], [2.11235, -0.87371, -1.25868], [3.08275, -0.35871, -2.09138], [4.01635, -1.02991, -2.85068], [6.31385, -1.23261, -6.59578], [5.41295, 0.24059, -6.23938], [4.61355, -1.32861, -6.13638], [6.94235, -2.82301, -4.74138], [5.23055, -2.98641, -4.39958], [6.36315, -2.55791, -3.10198], [8.08945, -0.78791, -4.79258], [7.56485, -0.26381, -3.19378], [7.32165, 0.77769, -4.59968], [5.40875, 1.71199, -4.24368], [3.76965, 2.87799, -2.85718], [4.04345, -2.10441, -2.82188], [-4.11455, 2.34919, -4.80228], [-2.64135, 2.68719, -3.65418], [-2.30055, 3.98719, -3.31018], [-1.20955, 4.17169, -2.47668], [-0.51965, 3.05189, -2.03608], [-0.85905, 1.81189, -2.35558], [-1.89895, 1.62849, -3.14718], [-2.86875, 4.82469, -3.68618], [-0.90195, 5.16329, -2.17868], [0.35305, 3.14599, -1.40528], [-2.14695, 0.60529, -3.39538], [-3.11745, 1.68739, 4.31502], [-2.73745, 0.73359, 3.77632], [-3.47705, 2.49969, 4.76942]], "atomic_forces_ev_per_a": [[0.588, 0.330, -0.577], [0.037, -0.123, 0.012], [-0.061, 0.195, 0.178], [-0.056, -0.194, -0.140], [-0.183, 0.025, -0.102], [0.114, -0.293, -0.084], [0.103, 0.082, 0.109], [0.102, -0.085, -0.124], [-0.195, 0.223, -0.041], [0.245, -0.209, 0.067], [-0.113, 0.227, -0.140], [0.187, -0.122, 0.078], [0.013, 0.145, 0.027], [0.129, 0.216, 0.103], [-0.177, -0.025, -0.106], [0.027, -0.095, -0.203], [-0.136, 0.042, -0.119], [0.197, -0.045, 0.001], [-0.147, -0.006, -0.060], [-0.185, 0.006, 0.058], [0.020, -0.032, 0.148], [-0.136, -0.411, -0.156], [0.006, -0.329, 0.385], [0.251, 0.036, 0.297], [-0.199, -0.120, -0.205], [0.009, 0.162, -0.055], [0.162, -0.048, 0.052], [0.072, 0.116, -0.046], [-0.014, -0.215, -0.081], [0.044, 0.214, 0.015], [-0.051, 0.137, 0.052], [-0.164, -0.058, 0.066], [0.036, -0.068, -0.044], [0.108, -0.159, 0.095], [-0.085, 0.158, -0.145], [0.279, -0.340, 0.123], [-0.126, 0.008, -0.191], [0.057, 0.172, -0.170], [0.030, 0.017, 0.227], [-0.085, -0.056, -0.144], [0.011, 0.216, 0.112], [0.025, -0.103, -0.031], [-0.194, 0.139, -0.090], [0.035, 0.051, 0.358], [0.079, -0.163, -0.091], [0.068, -0.053, 0.184], [-0.042, 0.057, -0.310], [0.025, -0.017, 0.089], [-0.055, -0.015, 0.196], [-0.076, 0.081, -0.070], [-0.193, -0.175, -0.146], [0.209, 0.268, 0.220], [-0.053, 0.170, 0.380], [0.094, -0.022, -0.058], [0.099, 0.090, 0.007], [-0.097, 0.010, -0.009], [0.000, -0.079, 0.008], [-0.048, -0.218, -0.065], [-0.235, -0.064, -0.140], [0.024, 0.022, 0.114], [-0.122, 0.032, 0.076], [-0.086, -0.003, -0.105], [0.093, 0.003, -0.155], [-0.127, -0.049, 0.058], [-0.071, 0.083, 0.039], [0.021, 0.072, 0.003], [0.138, -0.050, -0.005], [-0.026, 0.231, 0.067], [0.075, 0.023, 0.158], [0.041, -0.087, 0.185], [0.010, -0.144, 0.064], [-0.099, 0.060, 0.002], [-0.021, -0.004, 0.072], [0.085, 0.000, 0.031], [0.113, -0.048, -0.073], [-0.082, 0.163, -0.034], [-0.125, 0.093, -0.037], [0.090, -0.045, 0.180], [0.086, -0.068, -0.143], [-0.028, 0.259, -0.062], [-0.184, -0.097, -0.017], [-0.098, 0.025, 0.120], [0.072, -0.109, -0.030], [-0.308, 0.003, 0.320], [0.438, -1.047, -0.390], [-0.127, 0.806, 0.250], [-0.375, 0.005, 0.112], [-0.089, -0.828, 0.117], [0.309, 0.992, -0.329], [-0.279, 0.035, 0.254], [0.097, -0.051, -0.122], [-0.014, 0.131, -0.055], [-0.115, -0.029, -0.061], [0.082, -0.069, -0.072], [-0.113, -0.113, 0.006], [0.018, -0.083, 0.134], [0.102, -0.038, -0.082], [0.080, 0.039, 0.112], [0.016, 0.146, -0.014], [0.121, 0.073, -0.076], [-0.023, 0.146, -0.010], [0.068, -0.174, -0.024], [0.216, 0.085, 0.140], [-0.076, 0.098, -0.078], [0.011, -0.187, -0.069], [-0.033, -0.125, -0.126], [0.099, 0.350, 0.016], [0.339, -0.332, 0.199], [-0.367, 0.099, -0.393], [-0.046, 0.041, -0.037], [0.044, 0.042, 0.024], [0.049, 0.102, 0.086], [-0.083, -0.064, -0.070], [-0.135, 0.334, 0.131], [-0.053, -0.417, -0.149], [0.010, 0.013, 0.040]]}



[2]
{"formula": "C7H12N", "method": "ωB97M-V/def2-TZVPD", "e_above_lowest_kcal_mol": 106.3, "orbital_gap_ev": 10.35, "smiles": "C=CC[N@H+](C)C1C=C1", "e_lumo_ev": -3.15, "spin_multiplicity": 1, "total_charge": 1, "total_energy_ev": -8932.393, "species": ["C", "C", "C", "C", "C", "C", "C", "N", "H", "H", "H", "H", "H", "H", "H", "H", "H", "H", "H", "H"], "positions_angstrom": [[2.12544, -0.58319, -1.35186], [2.17100, 0.74016, -1.31225], [-0.54298, -0.43207, 1.67381], [-0.64995, -0.11002, 3.01296], [-0.95271, 0.62888, 0.58526], [1.09307, 0.06976, -0.52013], [-0.99247, -0.59834, -1.67060], [-0.31322, 0.35905, -0.75839], [2.40080, -1.46474, -1.80171], [2.75921, 1.67066, -1.28432], [1.19960, 0.04882, 0.58706], [-0.20468, -1.30204, 1.10358], [-1.00972, 0.82025, 3.47030], [-0.33187, -0.83870, 3.72284], [-2.06100, 0.54053, 0.55223], [-0.81767, 1.74587, 0.93159], [-0.57149, -1.68480, -1.49063], [-2.08507, -0.54496, -1.51264], [-0.72140, -0.30203, -2.70466], [-0.49490, 1.23693, -1.23244]], "atomic_forces_ev_per_a": [[-1.487, 3.761, -0.455], [0.557, -1.565, 1.013], [-0.744, 2.978, 0.874], [0.501, -1.212, -2.820], [-1.532, 0.629, 2.559], [2.640, 1.179, 1.895], [0.330, -2.456, -0.193], [-2.057, 0.486, -0.080], [0.819, -1.838, -0.611], [-0.519, -0.680, -0.530], [0.228, -0.141, -1.022], [-0.071, -0.439, 1.458], [0.169, -0.192, -0.827], [0.015, -0.536, 0.425], [0.640, 0.013, -0.819], [0.401, -2.220, -0.914], [-1.063, 2.227, -0.230], [0.645, -0.126, -0.171], [-0.257, -0.293, 0.631], [0.785, 0.424, -0.183]]}